Entry 1:
Molecular formula: C36H68F2N2O12
Method: DFT, ωB97M-V/def2-TZVPD

Geometry as ORCA input:
```
! wB97M-V def2-TZVPD RIJCOSX def2/J DEFGRID3
* xyz 0 1
C -3.509 2.790 -0.413
C -3.748 4.310 -0.424
C -3.570 4.918 0.964
C -2.141 4.890 1.432
C -1.300 5.761 0.502
C -1.436 5.347 -0.973
N -2.825 5.019 -1.315
O -2.919 4.579 -2.647
C -1.027 6.551 -1.830
C -0.450 4.213 -1.286
C -5.189 4.569 -0.869
H -3.418 2.423 -1.441
H -4.397 2.252 -0.067
H -2.651 2.482 0.179
H -3.875 5.969 0.836
H -4.302 4.496 1.653
H -1.767 3.862 1.425
H -2.051 5.210 2.473
H -0.259 5.551 0.770
H -1.467 6.822 0.686
H -0.959 6.280 -2.885
H -1.759 7.359 -1.778
H -0.067 6.944 -1.486
H 0.568 4.445 -0.970
H -0.715 3.248 -0.843
H -0.403 4.052 -2.367
H -5.457 3.983 -1.747
H -5.340 5.622 -1.110
H -5.835 4.314 -0.028
H -2.569 3.674 -2.678
C 3.176 -2.630 1.293
C 4.173 -2.794 0.135
C 5.105 -3.980 0.395
C 4.550 -5.353 0.043
C 3.882 -5.392 -1.337
C 2.918 -4.244 -1.595
N 3.564 -2.998 -1.174
O 2.714 -1.902 -1.508
C 2.643 -4.179 -3.092
C 1.615 -4.431 -0.811
C 5.027 -1.534 0.040
H 2.560 -3.504 1.476
H 2.519 -1.788 1.076
H 3.735 -2.392 2.203
H 6.093 -3.770 -0.020
H 5.298 -4.021 1.477
H 3.862 -5.694 0.823
H 5.369 -6.075 0.063
H 3.350 -6.340 -1.444
H 4.704 -5.361 -2.060
H 2.332 -5.174 -3.421
H 1.812 -3.515 -3.311
H 3.539 -3.875 -3.630
H 1.152 -3.471 -0.583
H 0.838 -4.989 -1.347
H 1.764 -4.956 0.133
H 5.726 -1.603 -0.790
H 5.519 -1.354 0.998
H 4.388 -0.657 -0.125
H 3.180 -1.472 -2.242
C -0.193 -1.392 -3.354
C -0.364 0.037 -2.914
O 0.354 0.910 -3.344
C -1.511 0.373 -1.978
H -0.856 -1.571 -4.203
H -0.395 -2.090 -2.541
H 0.832 -1.523 -3.685
H -1.674 -0.489 -1.331
H -2.406 0.506 -2.593
H -1.291 1.280 -1.435
C -3.263 1.023 4.967
C -2.597 1.914 3.945
O -3.148 2.235 2.921
C -1.242 2.454 4.327
H -3.467 0.047 4.529
H -4.207 1.482 5.262
H -2.633 0.903 5.846
H -1.397 3.214 5.100
H -0.674 2.903 3.514
H -0.610 1.668 4.748
C 5.412 1.280 -3.531
C 4.105 0.581 -3.316
O 3.911 -0.553 -3.699
C 3.034 1.355 -2.592
H 6.192 0.559 -3.780
H 5.720 1.784 -2.616
H 5.329 1.973 -4.369
H 2.244 0.678 -2.278
H 2.587 2.071 -3.287
H 3.465 1.915 -1.761
C -4.350 -2.727 -0.112
C -4.390 -2.171 1.286
O -4.337 -2.904 2.249
C -4.459 -0.675 1.438
H -3.499 -2.332 -0.670
H -5.285 -2.487 -0.617
H -4.209 -3.806 -0.051
H -3.808 -0.231 0.684
H -4.103 -0.400 2.424
H -5.481 -0.307 1.328
C -1.115 -3.959 3.239
C -1.270 -4.144 1.732
O -0.751 -5.411 1.491
C 0.037 -5.785 2.564
O 0.688 -6.766 2.577
O -0.087 -4.893 3.558
F -0.493 -3.153 1.144
H -2.019 -4.078 3.837
H -0.808 -2.931 3.434
H -2.279 -4.053 1.351
C 1.167 0.676 0.585
C 1.623 0.773 2.042
O 0.590 0.179 2.769
C -0.472 -0.078 1.950
O -1.480 -0.587 2.295
O -0.216 0.358 0.707
F 1.739 2.086 2.426
H 1.672 -0.103 0.009
H 1.314 1.634 0.089
H 2.556 0.262 2.263
*
```

* electronic energy: -71419.09513 eV
* SMILES: CC1(C)CCCC(C)(C)N1O.CC1(C)CCCC(C)(C)N1O.O=C1OC[C@@H](F)O1.O=C1OC[C@@H](F)O1.CC(C)=O.CC(C)=O.CC(C)=O.CC(C)=O
* highest occupied orbital energy: -8.258 eV



Entry 2:
Molecular formula: C33H32FeOP
Method: DFT, ωB97M-V/def2-TZVPD

Geometry as ORCA input:
```
! wB97M-V def2-TZVPD RIJCOSX def2/J DEFGRID3
* xyz -2 6
C 0.535 -0.218 4.273
C 0.306 -0.420 2.791
C -1.043 -0.398 2.372
P -1.510 -0.708 0.715
C -1.200 0.802 -0.220
C 0.121 1.109 -0.577
C 0.410 2.347 -1.154
C -0.614 3.284 -1.347
C -1.929 2.982 -0.971
C -2.227 1.742 -0.403
C -0.610 -2.041 -0.102
C -0.317 -1.979 -1.476
C 0.371 -3.031 -2.087
C 0.769 -4.140 -1.333
C 0.453 -4.215 0.030
C -0.250 -3.176 0.643
C -3.264 -1.129 0.580
C -3.726 -1.890 -0.512
C -5.090 -2.162 -0.652
C -5.999 -1.701 0.309
C -5.539 -0.982 1.418
C -4.176 -0.698 1.560
O 1.279 -0.595 2.021
H -0.389 -0.382 4.829
H 1.299 -0.921 4.617
H 0.880 0.806 4.463
H -1.828 -0.386 3.126
H 0.918 0.388 -0.380
H 1.437 2.574 -1.445
H -0.383 4.254 -1.792
H -2.728 3.710 -1.119
H -3.249 1.493 -0.106
H -0.621 -1.110 -2.065
H 0.595 -2.975 -3.155
H 1.323 -4.953 -1.808
H 0.752 -5.082 0.622
H -0.509 -3.232 1.703
H -3.017 -2.270 -1.249
H -5.440 -2.736 -1.511
H -7.066 -1.905 0.191
H -6.242 -0.634 2.177
H -3.821 -0.142 2.429
C 4.177 0.740 1.530
C 3.177 1.811 1.484
C 3.489 3.074 0.956
C 2.684 4.299 1.083
C 3.393 5.390 0.476
C 4.673 4.894 -0.002
C 4.759 3.491 0.313
Fe 4.456 4.548 1.924
C 5.625 3.701 3.281
C 4.380 4.162 3.872
C 4.258 5.584 3.605
C 5.427 6.004 2.855
C 6.273 4.842 2.657
H 3.840 -0.073 2.182
H 4.383 0.308 0.538
H 5.133 1.146 1.899
H 2.170 1.640 1.844
H 1.665 4.276 1.459
H 3.004 6.395 0.327
H 5.409 5.466 -0.563
H 5.540 2.787 0.039
H 6.048 2.707 3.390
H 3.717 3.565 4.492
H 3.483 6.237 3.996
H 5.673 7.026 2.579
H 7.260 4.838 2.203
*
```

* electronic energy: -80456.48995 eV
* highest occupied orbital energy (alpha / beta): 1.304 / -0.780 eV



Entry 3:
Molecular formula: C8H6NO5S
Method: DFT, ωB97M-V/def2-TZVPD

Geometry as ORCA input:
```
! wB97M-V def2-TZVPD RIJCOSX def2/J DEFGRID3
* xyz -1 1
C -0.123 2.394 0.684
C -0.218 -2.400 0.848
C 2.361 0.330 -0.640
C -1.529 2.043 1.052
C 0.254 -2.082 -0.721
C -0.021 -0.655 -1.249
C -1.178 0.607 0.694
C 0.961 0.322 -0.587
N 0.259 1.025 0.452
O 3.536 0.100 -0.520
O 0.516 3.395 0.609
O -1.004 -3.308 0.812
O 1.743 1.119 -1.518
O 0.244 -1.692 1.768
S -1.662 -0.109 -0.845
H -1.892 2.394 2.067
H -2.109 2.293 0.152
H 1.240 -2.264 -0.927
H -0.149 -2.845 -1.293
H 0.002 -0.593 -2.349
H -1.229 -0.072 1.511
*
```

* electronic energy: -30955.48882 eV
* SMILES: O=C([O-])C[C@H]1S[C@@H]2CC(=O)N2[C@]12OC2=O
* highest occupied orbital energy: -4.720 eV
* energy relative to the best compared isomer or geometry (same formula, charge and spin): 33.37 kcal/mol



Entry 4:
Molecular formula: C18H27LuN3O4
Method: DFT, ωB97M-V/def2-TZVPD

Geometry as ORCA input:
```
! wB97M-V def2-TZVPD RIJCOSX def2/J DEFGRID3
* xyz 3 1
Lu 6.816 -10.850 9.787
O 4.843 -10.708 10.988
C 4.266 -9.509 11.654
C 5.050 -9.051 12.855
C 6.540 -8.829 12.715
C 6.940 -8.063 11.475
C 7.098 -6.694 11.567
C 7.654 -6.003 10.492
C 7.880 -6.660 9.296
C 7.596 -7.991 9.241
N 7.184 -8.710 10.320
H 4.487 -11.541 11.411
H 3.252 -9.783 11.907
H 4.229 -8.759 10.864
H 4.937 -9.774 13.691
H 4.664 -8.090 13.156
H 7.044 -9.787 12.749
H 6.864 -8.413 13.630
H 6.920 -6.217 12.490
H 7.892 -4.965 10.534
H 8.295 -6.207 8.427
H 7.742 -8.567 8.313
C 9.445 -11.746 7.952
O 8.104 -11.216 7.943
C 7.561 -11.164 6.597
C 6.286 -10.364 6.629
O 5.552 -10.663 7.855
C 4.306 -9.905 7.859
H 10.040 -11.268 7.145
H 9.428 -12.811 7.787
H 9.895 -11.529 8.930
H 7.340 -12.195 6.235
H 8.243 -10.640 5.950
H 5.657 -10.565 5.787
H 6.488 -9.308 6.657
H 4.484 -8.802 7.737
H 3.816 -10.167 8.807
H 3.723 -10.278 6.992
N 8.939 -17.258 12.857
C 9.344 -16.471 11.853
O 10.221 -16.668 11.036
C 8.535 -15.182 11.618
C 8.080 -14.996 10.341
C 7.595 -13.754 9.996
N 7.548 -12.726 10.826
C 8.001 -12.918 12.080
C 8.381 -14.152 12.545
H 9.427 -18.107 13.016
H 8.010 -17.119 13.223
H 8.107 -15.780 9.576
H 7.255 -13.566 8.969
H 7.939 -12.066 12.728
H 8.733 -14.305 13.584
*
```

* electronic energy: -65361.42167 eV
* highest occupied orbital energy: -17.366 eV
* energy relative to the best compared isomer or geometry (same formula, charge and spin): 0.00 kcal/mol



Entry 5:
Molecular formula: H20HeO10
Method: DFT, ωB97M-V/def2-TZVPD

Geometry as ORCA input:
```
! wB97M-V def2-TZVPD RIJCOSX def2/J DEFGRID3
* xyz 0 1
He 12.762 17.697 -3.989
O 8.797 16.393 -3.091
H 9.275 17.000 -3.657
H 8.839 15.554 -3.551
O 14.856 15.544 -5.772
H 15.503 15.710 -5.085
H 15.217 14.810 -6.269
O 12.899 17.420 -6.380
H 13.451 16.835 -5.861
H 13.518 17.966 -6.864
O 10.138 18.597 -6.747
H 10.848 17.989 -6.536
H 10.277 19.341 -6.161
O 14.110 19.867 -4.379
H 14.657 19.317 -3.819
H 14.258 19.532 -5.264
O 10.928 18.036 -0.601
H 11.010 18.908 -0.987
H 10.013 17.981 -0.325
O 11.362 21.018 -1.894
H 12.258 20.724 -1.728
H 11.163 21.604 -1.164
O 12.540 14.476 -4.586
H 12.908 14.572 -3.708
H 13.223 14.806 -5.170
O 15.557 18.331 -2.509
H 14.883 17.852 -2.027
H 16.195 17.661 -2.756
O 11.132 19.888 -4.502
H 11.072 20.507 -3.775
H 12.039 19.581 -4.482
*
```

* electronic energy: -20878.56401 eV
* highest occupied orbital energy: -9.808 eV
* energy relative to the best compared isomer or geometry (same formula, charge and spin): 31.01 kcal/mol



Entry 6:
Molecular formula: C47H40BrCl3F3GeN4O2PSSn
Method: DFT, ωB97M-V/def2-TZVPD

Geometry as ORCA input:
```
! wB97M-V def2-TZVPD RIJCOSX def2/J DEFGRID3
* xyz 0 1
Sn 0.318 -1.319 -1.405
C 4.661 -2.810 -1.545
C 3.193 -2.623 -1.737
N 2.360 -2.368 -0.801
N 2.762 -2.302 0.497
C 1.769 -2.601 1.319
N 2.074 -2.472 2.646
S 0.176 -3.106 0.905
C 2.570 -2.810 -3.066
C 3.323 -3.004 -4.215
C 2.673 -3.272 -5.407
C 1.292 -3.362 -5.419
C 0.608 -3.124 -4.239
N 1.226 -2.840 -3.096
H 4.886 -2.834 -0.483
H 5.202 -1.974 -1.997
H 5.005 -3.733 -2.014
H 3.053 -2.425 2.881
H 1.469 -2.947 3.292
H 4.400 -2.934 -4.172
H 3.242 -3.415 -6.317
H 0.745 -3.592 -6.323
H -0.473 -3.129 -4.208
Cl -3.147 -1.313 -1.541
C -4.432 -1.647 -0.415
C -5.561 -2.282 -0.916
C -6.619 -2.556 -0.069
C -6.542 -2.191 1.269
C -5.408 -1.559 1.748
C -4.322 -1.268 0.919
P -2.785 -0.441 1.528
C -2.962 -0.790 3.321
C -3.651 0.008 4.231
C -3.777 -0.384 5.556
C -3.219 -1.581 5.986
C -2.521 -2.377 5.089
C -2.384 -1.979 3.766
C -3.281 1.320 1.421
C -2.471 2.251 2.075
C -2.724 3.608 1.966
C -3.780 4.059 1.184
C -4.582 3.143 0.521
C -4.338 1.780 0.642
H -5.594 -2.555 -1.961
H -7.500 -3.054 -0.453
H -7.365 -2.400 1.940
H -5.360 -1.287 2.794
H -4.096 0.940 3.904
H -4.318 0.244 6.253
H -3.325 -1.890 7.019
H -2.078 -3.309 5.419
H -1.823 -2.591 3.066
H -1.637 1.911 2.680
H -2.086 4.313 2.485
H -3.973 5.120 1.089
H -5.405 3.487 -0.092
H -4.977 1.077 0.123
Br -0.406 2.510 -9.499
C -0.273 1.698 -7.793
C 0.970 1.591 -7.190
C 1.060 0.998 -5.941
C -0.079 0.515 -5.306
C -1.315 0.623 -5.932
C -1.420 1.221 -7.178
C 0.023 -0.139 -3.961
O 1.129 -0.085 -3.349
O -0.965 -0.780 -3.519
H 1.852 1.965 -7.691
H 2.022 0.893 -5.455
H -2.191 0.238 -5.427
H -2.379 1.317 -7.668
Cl 3.552 0.711 -1.444
C 3.471 1.691 -2.913
Cl 4.681 1.187 -4.108
H 3.659 2.723 -2.646
H 2.487 1.537 -3.337
Ge 1.938 1.394 1.702
C 0.947 1.610 3.346
C 0.387 0.494 3.964
C -0.350 0.634 5.133
C -0.540 1.893 5.684
C 0.010 3.012 5.072
C 0.754 2.871 3.910
C 3.865 1.475 1.855
C 4.641 0.320 1.783
C 6.023 0.395 1.894
C 6.640 1.625 2.073
C 5.875 2.781 2.138
C 4.494 2.706 2.031
H 1.438 0.177 0.922
H 0.506 -0.488 3.519
H -0.796 -0.236 5.596
H -1.128 2.004 6.586
H -0.145 3.995 5.499
H 1.168 3.749 3.428
H 4.169 -0.639 1.595
H 6.619 -0.507 1.828
H 7.718 1.684 2.153
H 6.355 3.743 2.270
H 3.904 3.615 2.070
F -1.026 2.693 -0.825
C 0.011 2.043 -1.248
F 0.611 2.865 -2.065
F 1.541 2.866 0.801
*
```

* electronic energy: -257678.61314 eV
* highest occupied orbital energy: -7.436 eV
* energy relative to the best compared isomer or geometry (same formula, charge and spin): 10.42 kcal/mol



Entry 7:
Molecular formula: C23H31N2ORu
Method: DFT, ωB97M-V/def2-TZVPD

Geometry as ORCA input:
```
! wB97M-V def2-TZVPD RIJCOSX def2/J DEFGRID3
* xyz 3 1
Ru -0.425 0.094 0.086
C -0.792 1.030 2.011
C -1.783 1.458 1.048
C -2.536 0.301 0.646
C -2.016 -0.837 1.352
C -0.990 -0.371 2.241
C -0.265 -1.185 3.249
C -2.526 -2.227 1.237
C -3.728 0.293 -0.243
C -2.033 2.866 0.644
C 0.179 1.906 2.715
H -0.753 -1.018 4.217
H 0.775 -0.883 3.362
H -0.339 -2.253 3.053
H -3.415 -2.324 1.869
H -1.804 -2.968 1.573
H -2.827 -2.465 0.218
H -3.681 1.071 -1.001
H -4.607 0.496 0.377
H -3.883 -0.671 -0.723
H -2.651 3.340 1.412
H -2.574 2.926 -0.298
H -1.111 3.440 0.568
H -0.291 2.285 3.628
H 0.457 2.768 2.112
H 1.079 1.368 3.004
O 1.354 -0.556 0.351
C 2.321 -1.426 0.469
C 3.641 -1.072 -0.134
C 4.813 -1.008 0.894
C 4.490 -1.518 2.298
C 4.212 -3.019 2.385
C 3.258 -3.517 1.301
N 2.146 -2.557 1.078
H 3.526 -0.125 -0.656
H 3.834 -1.833 -0.897
H 5.130 0.030 0.965
H 5.655 -1.562 0.480
H 3.642 -0.955 2.706
H 5.328 -1.280 2.952
H 3.819 -3.264 3.372
H 5.140 -3.582 2.273
H 2.804 -4.470 1.560
H 3.762 -3.649 0.345
H 1.238 -2.762 1.471
N -0.980 0.865 -1.623
C -1.349 1.336 -2.619
C -1.791 1.881 -3.827
C -2.576 1.086 -4.688
C -3.008 1.633 -5.875
C -2.664 2.944 -6.201
C -1.883 3.727 -5.350
C -1.436 3.205 -4.157
H -2.825 0.067 -4.423
H -3.609 1.044 -6.553
H -3.007 3.364 -7.138
H -1.624 4.739 -5.626
H -0.821 3.794 -3.489
*
```

* electronic energy: -31936.62070 eV
* highest occupied orbital energy (alpha / beta): -17.872 / -17.872 eV



Entry 8:
Molecular formula: C5H15NO
Method: DFT, ωB97M-V/def2-TZVPD

Geometry as ORCA input:
```
! wB97M-V def2-TZVPD RIJCOSX def2/J DEFGRID3
* xyz 0 1
C -0.445 -0.412 2.157
O -1.040 -0.643 0.940
C -1.176 -1.135 3.297
H -0.469 0.659 2.441
H 0.613 -0.738 2.165
H -0.632 -1.011 4.245
H -1.281 -2.206 3.120
H -2.180 -0.742 3.467
C 1.385 -0.487 -0.865
C 0.355 0.237 -1.699
C -0.535 1.142 -0.929
N 1.181 1.074 -2.776
H 2.066 -1.058 -1.510
H 1.984 0.229 -0.297
H 0.864 -1.163 -0.193
H -0.198 -0.440 -2.352
H 0.026 1.957 -0.463
H -0.936 0.360 -0.027
H -1.400 1.492 -1.495
H 1.727 0.465 -3.389
H 0.556 1.656 -3.324
H 1.811 1.681 -2.249
*
```

* electronic energy: -8962.59579 eV
* highest occupied orbital energy: -6.385 eV
* energy relative to the best compared isomer or geometry (same formula, charge and spin): 86.77 kcal/mol